Density functional theory data (wB97M-V/def2-TZVPD) for 2 unconnected molecules or ions with the total composition C26H51Cl3N4O5P in a non-equilibrium geometry.

Geometry as XYZ:
```
90
Properties=species:S:1:pos:R:3:forces:R:3:mulliken_charge:R:1
C -2.795 -2.511 4.974 0.6 -0.4 0.4 -1.029
C -1.507 -3.364 5.305 -0.3 1.4 0.0 -0.372
C -0.247 -2.480 4.973 0.6 -1.1 0.8 -0.736
C 1.007 -3.342 4.587 -0.5 0.8 -0.6 -0.714
C 0.770 -4.224 3.310 1.1 -0.1 0.2 -0.642
C 1.532 -3.679 2.036 -1.5 0.0 1.2 -1.102
C 0.570 -2.695 1.271 1.0 -0.7 -0.8 0.284
C 0.493 -3.078 -0.260 -0.4 1.5 0.3 0.341
C -0.975 -3.095 -0.833 1.3 -0.1 -0.6 -0.510
C -0.964 -2.525 -2.300 -1.1 -0.4 -0.1 -0.718
C -1.814 -1.235 -2.480 0.5 0.5 0.1 -1.037
C -1.519 -0.139 -1.383 0.7 -0.1 -0.8 0.502
C -1.491 1.310 -2.003 -1.1 -0.7 0.3 -0.898
C -2.092 2.389 -1.039 0.2 -1.0 -0.6 0.160
N -3.034 3.241 -1.865 0.3 1.7 0.7 -0.377
C -3.254 4.469 -1.218 -0.1 -2.0 1.6 0.256
N -3.483 5.572 -1.873 0.0 -0.8 0.7 0.037
O -3.512 5.508 -3.252 0.6 0.4 -0.6 -0.257
C -2.250 5.641 -3.713 -4.8 -0.5 1.7 0.481
N -1.190 5.884 -3.967 4.0 0.6 -1.2 -0.261
N -3.231 4.437 0.194 0.3 1.6 -2.0 -0.325
C -1.775 4.333 0.556 0.9 0.1 0.3 -1.421
C -1.029 3.235 -0.284 -0.5 -0.1 1.6 1.090
O -0.138 3.955 -1.113 -0.6 0.0 -0.4 -0.596
C -0.270 2.315 0.747 0.5 -1.2 -1.0 -2.018
C 1.125 1.785 0.201 -1.0 0.7 1.1 1.004
C 2.223 2.741 0.776 -0.5 -0.9 -1.5 -0.874
P 3.869 2.675 -0.077 1.8 2.6 1.2 0.881
O 4.637 3.814 0.457 0.0 -0.2 0.1 -0.786
O 4.739 1.328 0.285 -2.1 0.3 -1.0 -0.518
C 3.985 0.097 0.295 0.5 -1.2 0.0 -0.334
C 3.436 -0.350 -1.086 -0.5 -0.1 0.1 0.513
O 3.698 2.941 -1.693 -0.4 -2.0 1.4 -0.226
C 4.916 2.679 -2.425 0.7 0.3 -1.8 -0.309
C 4.538 2.344 -3.908 0.0 -0.6 1.0 -1.081
H -3.241 -2.842 4.015 0.0 0.3 0.6 0.222
H -2.482 -1.452 4.902 -0.4 -0.5 -0.1 0.265
H -3.513 -2.568 5.815 0.1 -0.1 -0.7 0.348
H -1.493 -4.323 4.759 -0.1 0.5 0.3 0.345
H -1.544 -3.572 6.394 0.3 -0.1 -0.7 0.357
H 0.023 -1.926 5.899 -0.3 -0.1 -0.6 0.375
H -0.468 -1.718 4.201 0.1 -0.6 0.2 0.233
H 1.357 -3.929 5.459 -0.4 0.2 -0.5 0.349
H 1.826 -2.630 4.337 -0.4 -0.5 0.3 0.345
H 1.153 -5.241 3.531 -0.4 0.4 -0.2 0.306
H -0.299 -4.299 3.040 0.5 -0.1 0.3 0.438
H 2.437 -3.144 2.383 -0.3 -0.5 -0.4 0.396
H 1.796 -4.569 1.433 0.0 0.7 0.0 0.478
H -0.463 -2.681 1.666 0.6 -0.2 0.1 0.384
H 0.982 -1.668 1.407 -0.4 -0.5 -0.3 -0.425
H 1.027 -2.274 -0.808 -0.2 -0.6 0.2 -0.994
H 1.032 -4.016 -0.494 -0.4 0.4 0.3 0.603
H -1.287 -4.157 -0.854 -0.3 0.7 0.1 0.196
H -1.661 -2.488 -0.207 0.4 -0.5 -0.2 0.259
H -1.396 -3.304 -2.964 0.3 0.5 0.2 0.136
H 0.054 -2.317 -2.685 -0.4 -0.2 0.5 0.451
H -2.903 -1.439 -2.501 0.5 0.0 0.0 0.198
H -1.543 -0.799 -3.467 -0.3 -0.3 0.4 0.465
H -0.501 -0.345 -0.982 -0.8 0.1 0.1 -0.498
H -2.281 -0.232 -0.586 0.5 0.2 -0.2 0.570
H -0.468 1.533 -2.359 -0.6 0.1 0.1 0.203
H -2.160 1.279 -2.891 0.5 0.2 0.4 0.545
H -2.748 1.838 -0.330 0.7 0.5 0.0 0.617
H -3.960 2.798 -1.797 0.3 -0.1 -0.6 0.355
H -3.671 6.439 -1.367 0.0 0.2 -0.8 0.214
H -3.547 5.350 0.536 -0.1 -0.4 0.3 0.371
H -1.686 4.166 1.642 -0.3 -0.1 -0.6 0.462
H -1.294 5.314 0.333 -0.1 -0.7 0.1 0.386
H 0.162 3.428 -1.870 -0.1 0.1 0.3 0.548
H -0.895 1.413 0.934 0.2 0.7 0.1 0.420
H -0.081 2.805 1.721 -0.2 -0.1 -0.6 0.703
H 1.197 0.739 0.550 0.3 0.5 -0.2 -0.532
H 1.127 1.782 -0.904 0.2 0.0 0.5 0.050
H 1.845 3.773 0.610 0.6 -0.5 -0.1 0.327
H 2.351 2.655 1.875 0.2 -0.3 -0.7 0.332
H 3.209 0.123 1.092 0.3 0.2 -0.6 0.191
H 4.696 -0.692 0.623 -0.3 0.6 -0.1 0.389
H 4.172 -0.929 -1.678 -0.3 0.3 0.5 0.494
H 3.084 0.478 -1.733 0.2 -0.2 0.5 -0.107
H 2.546 -0.989 -0.892 0.6 0.2 -0.2 -0.750
H 5.500 1.817 -2.052 -0.5 0.5 0.3 0.305
H 5.553 3.585 -2.368 -0.4 -0.5 0.1 0.425
H 4.339 1.249 -3.949 -0.1 0.7 -0.2 0.237
H 5.380 2.529 -4.601 -0.5 0.2 0.4 0.364
H 3.615 2.886 -4.177 0.6 -0.1 -0.1 0.249
C -4.060 -5.552 -2.791 0.1 0.0 0.0 -0.036
Cl -4.633 -4.173 -1.843 0.0 0.0 0.0 -0.110
Cl -3.355 -5.007 -4.315 -0.1 0.0 0.0 -0.121
Cl -2.890 -6.498 -1.866 -0.1 0.0 0.0 -0.111
H -4.909 -6.187 -3.016 0.1 0.1 0.0 0.371
```
Positions in Å, forces in eV/Å.

Net charge   +1
Highest occupied orbital energy   -11.69 eV
HOMO-LUMO gap   7.43 eV
LUMO level   -4.27 eV
E   -90833.0787 eV
Molecular weight   637.0 g mol⁻¹